Entry 1:
# C3H9N5

The molecule C3H9N5 at a distorted geometry (ωB97M-V/def2-TZVPD, the OMol25 dataset).

Calculated values
- net charge = 0
- relative energy (zero: lowest compared OMol25 entry of this formula, charge and spin) (kcal/mol) = 80.8
- E_LUMO (Ha) = 0.030
- SMILES = [H]/N=C\N(NC)/C(N)=N\[H]
- DFT total energy (eV) = -10704.5453

Last column: Löwdin charge in e.
Geometry (Å):
H 0.7510 1.0077 -1.8988  0.0064
N 0.7987 1.8491 -1.3394  0.0943
C 0.2105 1.5887 -0.2311  -0.2341
N -0.3154 0.3367 -0.0680  -0.0926
N 0.1026 -0.6488 -0.9478  -0.1413
C 1.4585 -1.1134 -0.9284  -0.1437
C -1.0514 -0.2081 1.0338  -0.4125
N -1.2879 0.7932 2.0485  0.0628
N -1.3338 -1.4325 1.4862  0.0959
H -1.1851 -2.0839 0.7345  0.0106
H -0.0187 2.4510 0.3483  0.1044
H -0.3987 -0.5184 -1.8504  0.1507
H 1.8733 -1.4660 0.0942  0.0954
H 2.2350 -0.4073 -1.3477  0.0642
H 1.5884 -2.2654 -1.5473  0.1554
H -1.4553 1.7360 1.6625  0.0682
H -1.9717 0.3816 2.7510  0.1159



Entry 2:
# C4H7NO

A structure of composition C4H7NO at a distorted geometry (ωB97M-V/def2-TZVPD, the OMol25 dataset).

Calculated values
- net charge = 0
- relative energy (zero: lowest compared OMol25 entry of this formula, charge and spin) (kcal/mol) = 75.3
- E_LUMO (Ha) = 0.033
- DFT total energy (eV) = -7796.3794

Last column: Löwdin charge in e.
Geometry (Å):
C 1.5965 0.3123 -0.2891  -0.0792
N 0.1946 0.3778 0.0207  -0.2513
C -0.4356 -0.3409 1.1020  -0.1099
C -1.7437 0.0314 0.3789  -0.3622
O -2.8870 0.2471 0.6406  0.1217
C -0.8450 -0.0836 -0.8644  -0.1143
H 1.9523 -0.7096 -0.4931  0.0854
H 1.7911 0.9440 -1.1649  0.0869
H 2.1540 0.7277 0.5577  0.0859
H -0.4627 -1.4932 0.7246  0.1425
H -0.1291 -0.0788 2.1259  0.1261
H -0.9500 0.4361 -1.8278  0.1263
H -0.7879 -1.2922 -0.8101  0.1422



Entry 3:
# C8H12

A cluster of 2 separate species, C8H12 in total at a distorted geometry (ωB97M-V/def2-TZVPD, the OMol25 dataset).

Calculated values
- net charge = 0
- relative energy (zero: lowest compared OMol25 entry of this formula, charge and spin) (kcal/mol) = 161.4
- E_LUMO (spin up / spin down) (Ha) = -0.008 / 0.001
- DFT total energy (eV) = -8482.5827

Last column: Löwdin charge in e.
Geometry (Å):
C 0.8698 -1.1957 0.2324  -0.2572
C 1.3939 -2.2046 -0.4323  0.0764
C -3.0870 -0.0586 0.2082  -0.1293
C -2.2931 -1.0769 0.0766  0.0039
C -0.0323 -0.4883 1.0311  0.0167
C 0.7896 0.3050 0.1630  -0.4496
C 0.1648 0.8316 -1.1487  -0.0331
C 1.8834 1.1813 0.9187  0.0306
H 1.9919 -1.9063 -1.2607  0.0627
H 1.1752 -3.1152 -0.0044  0.0353
H -4.2110 -0.0460 -0.0997  0.0794
H -2.6843 0.9890 0.4216  0.0686
H -2.3999 -2.0451 -0.2948  0.0213
H -0.5774 -0.4865 1.9691  0.1055
H -0.6444 0.2578 -1.2335  -0.0227
H 0.8522 0.8043 -2.1100  0.1196
H -0.2546 1.9209 -0.9613  0.1135
H 1.3279 2.0059 1.1251  0.0479
H 2.6205 1.2694 0.1871  0.0659
H 2.0910 0.5356 1.6703  0.0447